11
Properties=species:S:1:pos:R:3 method="wB97M-V/def2-TZVPD" energy_ev=-10141.07568 gap_ha=0.30780 e_homo_ev=-7.82
O 0.90100 -0.04973 -2.31933
N -0.68189 -0.86580 2.20267
N -0.37072 1.06361 -0.86358
N -1.11978 1.11315 0.08743
N 0.51734 -1.17774 0.03099
C 0.97243 0.39038 -1.05705
C -0.06616 -0.94236 1.01785
H -0.51017 1.67943 -1.69669
H -1.39102 -0.14065 2.19083
H 1.80456 -0.25868 -2.58997
H -0.05561 -0.81161 2.99685